A molecular structure, C15H44O17S2V in a non-equilibrium geometry, computed with the ωB97M-V functional and the def2-TZVPD basis.

Each line ends with the Löwdin charge.
Positions of all 79 atoms, in Å:
O (1.29561, -0.53640, -0.19404)  -0.62
V (1.26424, -2.11258, 0.14726)  0.78
O (-0.32373, -2.54262, 0.15726)  -0.67
S (7.53338, -1.93211, 1.52312)  0.10
O (6.32753, -2.32105, 0.80662)  -0.38
O (8.12535, -3.00027, 2.26968)  -0.31
O (8.43269, -1.13928, 0.70715)  -0.41
O (7.15803, -1.19774, 2.72625)  -0.30
S (2.75322, -3.78016, 5.88481)  0.16
O (2.12255, -3.01869, 4.84083)  -0.35
O (3.94508, -4.47219, 5.39082)  -0.26
O (3.66579, -3.01686, 6.74995)  -0.29
O (1.82983, -4.65834, 6.56739)  -0.40
C (0.29498, -3.92098, -4.93728)  -0.19
O (1.39162, -3.52137, -4.16855)  -0.12
H (0.38665, -3.50265, -5.93962)  0.06
H (0.26177, -5.00973, -4.97791)  0.07
H (-0.60601, -3.53752, -4.45843)  0.08
H (2.21755, -3.86516, -4.51673)  0.07
C (0.68278, -8.07144, 1.05884)  -0.17
O (1.76634, -7.24281, 0.66510)  -0.12
H (1.02472, -8.82414, 1.76921)  0.07
H (-0.08617, -7.50502, 1.58419)  0.08
H (0.36850, -8.52994, 0.12123)  0.07
H (2.52442, -7.83062, 0.62792)  0.07
C (6.03749, 3.62848, -3.44271)  -0.18
O (7.40421, 3.46216, -3.68912)  -0.11
H (5.80646, 4.67085, -3.66225)  0.06
H (5.38776, 2.99492, -4.04649)  0.08
H (5.75915, 3.42458, -2.40877)  0.09
H (7.55382, 3.40423, -4.63562)  0.07
C (-6.93047, -2.89227, -2.33292)  -0.06
C (-7.82353, -3.07212, -3.54354)  -0.52
C (-7.28322, -4.08666, -4.59242)  -0.05
O (-8.99777, -3.67316, -3.10001)  -0.07
H (-6.90022, -3.79859, -1.72812)  0.09
H (-7.33212, -2.10375, -1.69650)  0.08
H (-5.92803, -2.71812, -2.72392)  0.09
H (-8.05587, -2.08582, -3.94519)  0.13
H (-6.36439, -3.65738, -4.99186)  0.07
H (-8.03466, -4.24878, -5.36516)  0.07
H (-7.01872, -5.03399, -4.12261)  0.08
H (-9.20416, -3.23614, -2.27054)  0.08
C (-3.53537, 3.26514, 6.35430)  -0.06
C (-3.17858, 2.09466, 5.36524)  -0.48
C (-2.91125, 2.51851, 3.95210)  -0.08
O (-1.95699, 1.55345, 5.83086)  -0.05
H (-4.38132, 3.87238, 6.03225)  0.06
H (-2.75051, 4.01575, 6.44745)  0.07
H (-3.72818, 3.06470, 7.40823)  0.06
H (-3.99071, 1.36777, 5.35217)  0.12
H (-1.91784, 2.94390, 3.80969)  0.09
H (-3.59250, 3.29118, 3.59579)  0.07
H (-2.87390, 1.67256, 3.26576)  0.09
H (-1.57684, 0.93172, 5.20594)  0.10
C (-2.39463, 2.58800, -6.03723)  -0.05
C (-3.90037, 2.28396, -5.81105)  -0.50
C (-4.50616, 2.79994, -4.52547)  -0.06
O (-4.53778, 2.95437, -6.86046)  -0.07
H (-1.96023, 2.31025, -6.99756)  0.07
H (-1.81688, 2.03684, -5.29525)  0.08
H (-2.12391, 3.63100, -5.87289)  0.08
H (-4.08979, 1.21634, -5.92255)  0.13
H (-4.04516, 2.42626, -3.61118)  0.09
H (-5.58328, 2.64006, -4.47687)  0.07
H (-4.41539, 3.88478, -4.47063)  0.08
H (-5.42247, 2.59036, -6.94050)  0.08
C (4.49048, 4.86168, 4.20871)  -0.06
C (5.91561, 5.33249, 3.85089)  -0.51
C (6.66073, 5.86124, 5.10952)  -0.06
O (6.69929, 4.35446, 3.23385)  -0.03
H (4.50906, 4.02915, 4.91203)  0.09
H (4.07652, 4.36582, 3.33073)  0.08
H (3.80837, 5.67589, 4.45341)  0.07
H (5.78110, 6.12768, 3.11762)  0.12
H (7.07375, 5.02576, 5.67475)  0.08
H (5.89034, 6.40404, 5.65723)  0.06
H (7.45477, 6.57844, 4.90165)  0.06
H (6.39759, 3.54069, 3.64415)  0.10

Forces on the atoms, in the same order (eV/Å):
0.40 -0.47 -0.02
-1.83 0.78 0.10
1.30 -0.19 -0.04
-1.76 1.55 -0.80
-0.22 -0.47 -0.83
2.54 -4.01 0.31
0.98 0.03 -0.84
-1.37 2.91 2.02
0.14 -0.09 -0.61
-0.74 0.83 -0.38
1.49 -2.91 -2.21
-0.45 2.47 2.54
-0.60 -0.38 0.83
0.40 -0.11 -0.04
0.32 0.49 0.63
-0.32 -0.07 -0.34
-0.36 -0.18 -0.21
0.09 -0.05 0.00
-0.11 -0.08 -0.07
0.64 -0.02 -0.25
0.08 0.15 0.41
-0.05 -0.27 0.01
0.01 0.21 -0.46
-0.90 -0.38 0.30
0.24 0.34 -0.02
-0.83 0.60 -0.17
0.81 -0.53 0.16
-0.52 0.19 0.09
0.11 -0.17 -0.19
0.55 -0.05 0.04
-0.11 -0.04 0.07
0.47 -0.28 -0.65
0.69 -1.41 -0.08
0.33 1.41 0.60
-1.78 -0.21 0.48
0.01 -0.16 -0.17
0.40 0.29 -0.05
0.18 0.51 0.62
0.19 0.08 -0.58
-0.02 -0.16 -0.43
0.15 0.03 -0.04
-0.20 0.07 0.15
-0.40 -0.15 0.16
0.17 0.49 -0.44
0.68 0.97 0.88
0.08 0.88 -1.06
-0.14 -0.29 1.14
-0.33 -0.33 -0.38
0.56 -0.23 -0.51
-0.08 -1.01 -0.14
-0.10 -0.23 0.30
0.12 0.21 0.57
-0.35 -0.22 -0.20
-0.50 -0.14 0.02
-0.07 -0.14 -0.18
0.11 -0.46 1.27
1.21 0.39 -0.30
0.35 0.50 0.78
-0.91 0.40 -1.37
-0.66 -0.18 -0.18
0.06 -0.09 0.12
-0.45 0.18 0.01
0.24 -0.26 0.17
-0.01 -0.31 -0.08
-0.04 -0.44 -0.10
0.27 0.13 -0.22
-0.16 0.14 -0.09
0.56 -0.83 -1.03
-0.06 0.94 0.88
-0.96 0.34 -0.63
-0.34 -0.41 -0.13
-0.05 0.37 0.66
-0.08 0.20 -0.33
0.20 -0.09 0.42
0.22 0.28 -0.01
-0.20 0.05 0.11
0.19 -0.01 0.60
0.12 -0.18 -0.29
0.40 -0.68 -0.29

Highest occupied orbital energy   0.0653 Ha
E   -98420.94129 eV
Frontier orbital gap   2.051 eV
Molar mass   611.58 Da
Total charge   -3
LUMO energy   3.8272 eV



7 unconnected molecules or ions with the total composition C15H44O7 in a non-equilibrium geometry, computed with the ωB97M-V functional and the def2-TZVPD basis.

Each line ends with the Löwdin charge.
Positions of all 66 atoms, in Å:
O (-3.77661, 0.90826, -0.28049)  -0.04
H (-4.05512, 0.05621, -0.61615)  0.02
H (-3.00602, 1.13163, -0.80252)  -0.03
O (-0.16786, -0.35926, 0.37106)  -0.03
H (-0.55893, -1.03830, -0.17866)  0.01
H (-0.44749, 0.46407, -0.02914)  0.02
C (4.05331, -2.60050, -1.69219)  -0.05
C (4.02681, -2.07116, -0.19811)  -0.44
C (2.97014, -2.68280, 0.72662)  -0.05
O (5.35535, -2.18128, 0.37676)  -0.06
H (4.02588, -3.68263, -1.82003)  0.07
H (4.96881, -2.25066, -2.16923)  0.07
H (3.18458, -2.21405, -2.22517)  0.04
H (3.78443, -1.01648, -0.32852)  0.13
H (1.97077, -2.48744, 0.33779)  0.05
H (3.11124, -2.20066, 1.69395)  0.07
H (3.12378, -3.76154, 0.75504)  0.09
H (5.57943, -3.10921, 0.47843)  0.08
C (0.40612, -2.09783, -2.60258)  -0.05
C (-1.10706, -2.19714, -2.69120)  -0.50
C (-1.59250, -3.57382, -3.17128)  -0.05
O (-1.76331, -1.86592, -1.48775)  -0.05
H (0.86336, -2.46331, -3.52207)  0.09
H (0.74676, -2.61900, -1.70791)  0.07
H (0.57311, -1.02841, -2.47389)  0.08
H (-1.45603, -1.50644, -3.45882)  0.13
H (-2.66908, -3.74414, -3.16259)  0.07
H (-1.15524, -4.34449, -2.53648)  0.08
H (-1.40992, -3.69621, -4.23888)  0.08
H (-2.69095, -1.66562, -1.63255)  0.10
C (0.43717, 2.97918, 1.11209)  -0.06
C (0.56393, 4.05514, 2.20136)  -0.47
C (-0.76848, 4.76232, 2.52074)  -0.05
O (0.96983, 3.47077, 3.42592)  -0.06
H (1.26663, 2.27312, 1.07221)  0.08
H (0.53175, 3.45726, 0.13710)  0.06
H (-0.48240, 2.40017, 1.19710)  0.08
H (1.33347, 4.76907, 1.90773)  0.13
H (-1.29655, 4.92839, 1.58177)  0.06
H (-0.61133, 5.68439, 3.08037)  0.08
H (-1.43609, 4.07063, 3.03450)  0.08
H (0.42577, 2.73209, 3.70867)  0.09
C (0.33498, -1.92158, 4.87235)  -0.06
C (0.53352, -1.88949, 3.36169)  -0.47
C (-0.07391, -3.08634, 2.61598)  -0.05
O (-0.21010, -0.71416, 3.03001)  -0.08
H (0.52737, -0.96724, 5.36257)  0.08
H (0.94136, -2.65889, 5.39846)  0.07
H (-0.64722, -2.27297, 5.18844)  0.08
H (1.55465, -1.72793, 3.01628)  0.11
H (-1.05615, -3.25665, 3.05676)  0.08
H (0.52539, -3.97439, 2.81672)  0.08
H (-0.13515, -3.01468, 1.53006)  0.06
H (-0.02437, -0.64520, 2.09067)  0.01
C (-1.36571, 4.37461, -2.01557)  -0.04
C (-2.36610, 3.13925, -1.90133)  -0.42
C (-3.17841, 2.97317, -3.24987)  -0.04
O (-1.59745, 1.95164, -1.74010)  -0.10
H (-0.40542, 4.27461, -2.52149)  0.08
H (-1.09523, 4.52574, -0.97053)  0.04
H (-1.91337, 5.25671, -2.34732)  0.07
H (-2.99324, 3.26049, -1.01809)  0.13
H (-3.69847, 3.91873, -3.40338)  0.07
H (-3.93843, 2.19323, -3.29636)  0.07
H (-2.46392, 2.69906, -4.02606)  0.08
H (-1.07613, 1.87779, -2.54282)  0.09

Forces on the atoms, in the same order (eV/Å):
-0.45 0.00 0.26
-0.16 -0.15 0.08
0.53 -0.05 -0.26
0.64 0.09 -0.05
-0.51 -0.33 -0.28
-0.15 0.37 -0.08
-0.21 0.21 1.06
0.43 -0.82 -1.34
0.75 0.23 -0.84
-0.87 0.60 -0.24
0.03 -0.18 0.40
-0.10 0.17 0.02
0.04 0.12 -0.06
0.49 0.20 0.45
-0.03 0.08 0.12
-0.21 -0.35 0.06
-0.08 -0.09 0.36
-0.14 -0.17 -0.04
-1.14 0.63 0.63
-1.43 -1.08 -1.77
0.00 -0.08 -0.06
0.74 0.30 1.11
0.04 -0.01 0.21
0.26 -0.15 -0.17
0.68 -0.03 0.01
0.15 0.41 -0.15
-0.24 0.52 0.58
0.16 -0.24 -0.34
0.79 -0.26 0.06
0.09 -0.12 -0.20
0.41 0.46 -0.39
-1.15 -1.09 0.71
0.17 -0.38 -1.31
1.44 0.25 0.57
0.15 0.01 0.65
-0.60 0.07 -0.17
-0.15 0.14 -0.05
0.06 -0.01 0.22
-0.05 0.64 -0.13
-0.16 -0.15 -0.03
0.21 0.01 0.39
-0.30 -0.05 -0.42
0.72 -1.31 0.83
-1.35 0.73 0.27
0.34 -0.39 1.03
0.40 -0.20 -0.22
0.00 0.08 -0.39
0.61 -0.08 -0.21
-0.46 0.40 -0.58
0.29 -0.16 0.53
-0.17 -0.05 -0.32
0.07 -0.19 0.07
-0.04 0.47 0.07
-0.60 0.78 -0.58
-1.38 -0.62 1.55
0.79 0.62 -2.67
0.17 0.43 1.43
0.12 -0.33 0.69
-0.39 -0.51 -0.54
0.16 0.42 0.02
0.17 0.01 -0.13
0.00 -0.06 -0.18
0.19 0.01 -0.59
0.04 -0.13 0.66
0.05 0.57 -0.25
0.16 -0.22 -0.04

Highest occupied orbital energy   -0.3405 Ha
E   -30599.87339 eV
Structure (SMILES)   CC(C)O.CC(C)O.CC(C)O.CC(C)O.CC(C)O.O.O
Frontier orbital gap   9.377 eV
Molar mass   336.51 Da
LUMO energy   0.1126 eV